(1)
# C12H34N3O5V

A structure of composition C12H34N3O5V in a non-equilibrium geometry (wB97M-V/def2-TZVPD, the OMol25 dataset).

Each line ends with the Löwdin spin population.
CARTESIAN COORDINATES (ANGSTROEM)
O -19.40 -22.24 19.19  -0.128
V -19.83 -21.83 17.71  1.135
O -21.18 -21.38 16.21  0.003
H -21.46 -22.10 15.61  0.001
C -23.87 -21.32 19.75  0.004
C -22.37 -21.65 19.88  0.011
C -22.11 -22.43 21.16  0.092
O -20.79 -22.27 21.58  0.649
C -20.29 -23.10 22.61  0.064
N -22.09 -22.37 18.65  0.013
H -24.71 -22.00 19.87  0.000
H -23.97 -20.70 18.86  0.000
H -24.01 -20.61 20.56  0.002
H -21.94 -20.65 19.89  0.000
H -22.51 -23.44 21.11  0.017
H -22.65 -21.93 21.96  0.059
H -19.24 -22.81 22.62  0.001
H -20.38 -24.13 22.27  0.022
H -20.81 -22.85 23.54  0.037
H -22.51 -21.89 17.87  0.002
H -22.75 -23.13 18.55  0.000
C -19.15 -17.49 19.24  0.000
C -20.04 -18.66 18.84  0.004
C -21.27 -18.46 17.85  0.001
O -21.92 -17.25 18.15  0.000
C -22.90 -17.39 19.12  0.000
N -19.08 -19.68 18.18  -0.003
H -18.35 -17.74 19.93  0.000
H -19.76 -16.68 19.65  0.000
H -18.71 -17.02 18.37  0.000
H -20.39 -19.10 19.77  0.000
H -21.89 -19.35 17.79  0.001
H -20.91 -18.36 16.83  0.000
H -23.63 -18.13 18.79  0.000
H -23.42 -16.44 19.23  0.000
H -22.53 -17.82 20.05  0.000
H -18.81 -19.39 17.26  0.001
H -18.21 -19.64 18.69  0.000
C -17.51 -23.56 14.76  0.001
C -18.62 -23.24 15.76  0.004
C -19.04 -24.50 16.53  0.000
O -20.01 -24.15 17.48  0.005
C -20.22 -25.01 18.56  0.000
N -18.02 -22.21 16.61  -0.001
H -17.53 -22.88 13.92  0.000
H -17.63 -24.50 14.23  0.000
H -16.52 -23.64 15.22  0.000
H -19.48 -22.87 15.20  0.000
H -18.16 -24.96 16.98  0.000
H -19.43 -25.29 15.90  0.000
H -20.84 -25.84 18.23  0.000
H -20.74 -24.68 19.46  0.000
H -19.26 -25.38 18.92  0.000
H -17.71 -21.50 15.96  0.002
H -17.13 -22.50 17.00  0.000

## Properties
E_LUMO (alpha / beta) = -6.130 / -11.348 eV
F_max = 2.89 eV Å⁻¹
Net charge = +2
HOMO-LUMO gap (alpha / beta) = 0.3228 / 0.1311 Ha
E = -1961.3892 Eh
Multiplicity = 3

=====

(2)
# C12H34O5

A cluster of 5 separate species, C12H34O5 in total (wB97M-V/def2-TZVPD, the OMol25 dataset).

Each line ends with the Löwdin charge.
CARTESIAN COORDINATES (ANGSTROEM)
C -19.15 18.64 15.49  -0.054
C -17.99 17.92 14.84  -0.508
C -18.41 17.17 13.60  -0.062
O -16.98 18.85 14.47  -0.047
H -19.95 17.99 15.84  0.055
H -19.54 19.38 14.79  0.091
H -18.84 19.21 16.38  0.084
H -17.57 17.17 15.53  0.128
H -18.84 17.80 12.81  0.086
H -19.18 16.43 13.84  0.067
H -17.57 16.61 13.19  0.078
H -16.97 19.56 15.11  0.080
C -17.93 11.30 17.73  -0.057
C -16.72 11.02 18.58  -0.497
C -15.73 10.14 17.86  -0.061
O -16.15 12.30 18.89  -0.059
H -18.68 11.93 18.22  0.082
H -18.41 10.36 17.43  0.088
H -17.65 11.78 16.79  0.061
H -17.02 10.55 19.52  0.135
H -16.16 9.14 17.71  0.084
H -14.81 10.02 18.43  0.077
H -15.52 10.55 16.87  0.078
H -15.51 12.19 19.59  0.082
C -22.63 15.60 14.38  -0.056
C -22.60 16.30 15.73  -0.513
C -23.97 16.82 16.12  -0.060
O -22.15 15.41 16.74  -0.056
H -22.66 16.30 13.53  0.079
H -23.49 14.94 14.29  0.078
H -21.74 14.97 14.26  0.056
H -21.92 17.15 15.63  0.113
H -23.98 17.17 17.15  0.077
H -24.74 16.07 15.95  0.076
H -24.23 17.68 15.49  0.080
H -21.18 15.40 16.74  0.031
C -19.38 13.02 13.11  -0.051
C -18.19 12.70 13.96  -0.478
C -16.94 12.45 13.14  -0.048
O -17.98 13.80 14.88  -0.085
H -20.30 13.04 13.68  0.076
H -19.48 12.28 12.31  0.088
H -19.25 14.00 12.64  0.085
H -18.38 11.81 14.56  0.127
H -16.08 12.28 13.79  0.079
H -16.72 13.31 12.50  0.090
H -17.08 11.60 12.48  0.085
H -17.03 13.95 14.98  0.096
O -19.35 15.18 16.89  -0.047
H -18.97 14.80 17.68  0.055
H -18.91 14.74 16.15  0.013

## Properties
E_LUMO = 0.547 eV
F_max = 0.91 eV Å⁻¹
Net charge = 0
ΔE to the lowest compared entry with this formula, charge and spin = 0.4586 eV
HOMO-LUMO gap = 0.3679 Ha
E = -853.7982 Eh

=====

(3)
# C12H36As4F24N3O3

A structure of composition C12H36As4F24N3O3 in a non-equilibrium geometry (wB97M-V/def2-TZVPD, the OMol25 dataset).

Each line ends with the Löwdin charge.
CARTESIAN COORDINATES (ANGSTROEM)
C -18.53 -6.94 5.55  -0.030
C -19.31 -8.11 6.04  -0.321
C -19.81 -9.02 4.96  -0.174
O -20.49 -10.11 5.55  -0.178
C -21.73 -9.76 6.13  -0.103
N -18.51 -8.96 7.02  0.261
H -18.73 -8.75 8.00  0.142
H -18.65 -9.94 6.77  0.136
H -17.52 -8.66 6.99  0.134
H -18.25 -6.19 6.29  0.081
H -19.11 -6.32 4.85  0.067
H -17.65 -7.28 5.01  0.092
H -20.17 -7.80 6.63  0.131
H -19.00 -9.49 4.40  0.145
H -20.42 -8.47 4.23  0.140
H -22.39 -9.20 5.46  0.085
H -21.61 -9.11 7.01  0.087
H -22.17 -10.70 6.45  0.076
C -24.71 -12.03 7.25  -0.029
C -25.69 -11.46 6.25  -0.316
C -25.07 -10.60 5.18  -0.215
O -26.06 -10.32 4.23  -0.189
C -25.60 -9.44 3.21  -0.075
N -26.47 -12.56 5.55  0.229
H -27.37 -12.22 5.24  0.170
H -25.95 -12.94 4.76  0.177
H -26.61 -13.34 6.20  0.170
H -25.18 -12.70 7.97  0.093
H -24.26 -11.24 7.85  0.111
H -23.94 -12.63 6.76  0.101
H -26.44 -10.88 6.79  0.163
H -24.22 -11.16 4.75  0.145
H -24.71 -9.68 5.65  0.144
H -25.38 -8.47 3.65  0.104
H -26.37 -9.27 2.46  0.092
H -24.72 -9.83 2.69  0.099
C -16.50 -1.88 5.73  -0.040
C -15.14 -2.37 6.15  -0.319
C -15.12 -3.00 7.53  -0.199
O -15.93 -4.14 7.43  -0.204
C -16.24 -4.83 8.63  -0.066
N -14.65 -3.33 5.10  0.231
H -14.81 -2.88 4.20  0.163
H -13.65 -3.47 5.21  0.164
H -15.17 -4.22 5.13  0.152
H -16.51 -1.57 4.68  0.088
H -16.85 -0.99 6.25  0.098
H -17.28 -2.64 5.77  0.092
H -14.46 -1.51 6.17  0.149
H -15.52 -2.27 8.24  0.141
H -14.10 -3.33 7.75  0.138
H -17.20 -5.26 8.35  0.073
H -16.46 -4.28 9.55  0.097
H -15.53 -5.61 8.92  0.084
As -14.05 -7.48 6.35  0.712
F -14.31 -5.79 6.03  -0.261
F -12.43 -7.35 5.73  -0.264
F -13.81 -9.20 6.46  -0.255
F -15.65 -7.68 7.01  -0.253
F -14.68 -7.81 4.75  -0.274
F -13.46 -7.21 7.94  -0.236
As -18.52 -11.96 9.49  0.684
F -18.62 -11.41 11.11  -0.242
F -17.09 -12.87 9.82  -0.258
F -18.44 -12.39 7.80  -0.283
F -20.04 -11.20 9.08  -0.279
F -17.56 -10.56 9.13  -0.254
F -19.41 -13.40 9.90  -0.280
As -20.55 -6.39 10.09  0.687
F -19.41 -5.58 11.10  -0.260
F -21.35 -4.90 9.76  -0.256
F -21.67 -7.15 8.98  -0.286
F -19.78 -7.92 10.26  -0.253
F -21.54 -6.68 11.46  -0.249
F -19.47 -6.08 8.73  -0.283
As -20.05 -3.50 3.45  0.677
F -18.37 -3.98 3.38  -0.292
F -20.43 -5.13 2.97  -0.282
F -21.73 -3.15 3.64  -0.256
F -19.57 -1.89 3.90  -0.267
F -20.04 -3.07 1.78  -0.255
F -20.03 -3.92 5.13  -0.265

## Properties
E_LUMO = -0.566 eV
F_max = 2.15 eV Å⁻¹
Net charge = -1
HOMO-LUMO gap = 0.2736 Ha
E = -12209.2038 Eh

=====

(4)
# C12H36B3Cs2O6S3

A structure of composition C12H36B3Cs2O6S3 in a non-equilibrium geometry (wB97M-V/def2-TZVPD, the OMol25 dataset).

Each line ends with the Löwdin charge.
CARTESIAN COORDINATES (ANGSTROEM)
Cs -0.46 -3.75 1.14  1.142
Cs -1.15 -0.68 4.43  1.025
B -1.94 -3.69 3.90  -0.682
H -2.51 -4.68 3.66  -0.051
H -2.06 -3.38 5.01  -0.083
H -0.81 -3.84 3.90  -0.132
H -2.32 -2.89 3.20  -0.133
B -4.28 0.26 3.82  -0.521
H -3.53 -0.56 3.50  -0.189
H -4.62 0.07 4.95  -0.071
H -3.69 1.28 3.77  -0.091
H -5.20 0.32 3.08  -0.075
B -0.43 -0.47 1.18  -0.561
H -0.34 -1.36 0.46  -0.199
H 0.45 -0.62 1.90  -0.089
H -0.56 0.48 0.47  -0.029
H -1.38 -0.47 1.81  -0.112
C 5.21 0.25 2.19  -0.233
C 3.82 -0.12 2.72  -0.196
C 2.88 1.05 2.40  -0.212
S 3.89 2.53 2.03  0.672
O 3.64 3.63 2.94  -0.333
O 3.90 2.73 0.61  -0.327
C 5.47 1.74 2.46  -0.219
H 5.53 -0.05 1.20  0.113
H 5.84 -0.37 2.85  0.107
H 3.92 -0.10 3.81  0.114
H 3.42 -1.06 2.38  0.116
H 2.28 1.32 3.27  0.100
H 2.22 0.86 1.55  0.082
H 5.60 1.86 3.54  0.102
H 6.27 2.22 1.90  0.101
C 0.60 3.14 -3.65  -0.220
C 0.58 2.72 -2.12  -0.188
C -0.79 2.96 -1.51  -0.209
S -1.82 3.78 -2.77  0.662
O -1.63 5.20 -2.74  -0.316
O -3.14 3.19 -2.80  -0.330
C -0.84 3.10 -4.14  -0.232
H 1.28 2.46 -4.16  0.103
H 1.08 4.10 -3.81  0.105
H 1.41 3.29 -1.71  0.110
H 0.77 1.65 -2.12  0.100
H -0.80 3.44 -0.53  0.113
H -1.25 1.97 -1.40  0.072
H -1.13 3.68 -5.01  0.101
H -1.11 2.05 -4.21  0.098
C -2.72 -2.31 -3.16  -0.210
C -1.74 -1.43 -2.36  -0.201
C -0.35 -1.81 -2.87  -0.202
S -0.43 -3.65 -2.95  0.697
O -0.07 -4.24 -1.66  -0.526
O 0.25 -4.07 -4.15  -0.330
C -2.25 -3.76 -3.12  -0.192
H -2.93 -1.98 -4.18  0.116
H -3.68 -2.05 -2.70  0.122
H -1.68 -1.72 -1.30  0.093
H -1.95 -0.37 -2.25  0.119
H 0.53 -1.47 -2.33  0.108
H -0.17 -1.69 -3.95  0.094
H -2.71 -4.34 -2.32  0.107
H -2.33 -4.32 -4.05  0.096

## Properties
E_LUMO = 1.466 eV
F_max = 2.57 eV Å⁻¹
Net charge = -1
ΔE to the lowest compared entry with this formula, charge and spin = 0.0000 eV
HOMO-LUMO gap = 0.2506 Ha
E = -2239.5062 Eh

=====

(5)
# C12H36BrO6S6V

A structure of composition C12H36BrO6S6V in a non-equilibrium geometry (wB97M-V/def2-TZVPD, the OMol25 dataset).

Each line ends with the Löwdin spin population.
CARTESIAN COORDINATES (ANGSTROEM)
V 0.05 0.15 0.46  2.797
Br -0.20 1.07 2.99  0.013
C 2.56 -3.06 -0.81  0.001
S 3.10 -1.64 0.11  0.007
O 1.91 -1.08 0.79  0.024
C 4.00 -2.50 1.38  0.003
H 3.39 -3.74 -0.99  0.000
H 2.14 -2.69 -1.74  0.000
H 1.76 -3.58 -0.27  0.000
H 3.36 -3.25 1.84  0.000
H 4.22 -1.77 2.17  0.000
H 4.95 -2.88 1.03  0.001
C 4.22 2.10 0.76  0.003
S 2.73 2.47 -0.12  0.006
O 1.77 1.43 0.27  0.021
C 2.24 3.92 0.79  0.002
H 3.97 1.93 1.81  0.000
H 4.96 2.90 0.69  0.000
H 4.58 1.17 0.33  0.000
H 1.24 4.18 0.45  0.000
H 2.96 4.72 0.66  0.000
H 2.16 3.65 1.85  0.000
C -2.56 3.63 0.68  0.001
S -1.95 2.85 -0.81  0.003
O -0.71 2.12 -0.42  0.013
C -1.40 4.35 -1.62  0.000
H -3.37 4.30 0.40  0.000
H -1.75 4.23 1.10  0.000
H -2.86 2.88 1.40  0.000
H -2.24 4.87 -2.07  0.000
H -0.67 4.08 -2.39  0.000
H -0.91 5.01 -0.90  0.000
C -4.50 -0.94 0.43  0.002
S -3.17 -0.66 -0.74  0.007
O -2.04 -0.20 0.11  0.026
C -2.84 -2.37 -1.20  0.002
H -4.10 -1.63 1.17  0.000
H -5.39 -1.34 -0.06  0.000
H -4.72 0.02 0.89  0.000
H -3.52 -2.57 -2.02  0.000
H -2.90 -3.06 -0.36  0.000
H -1.81 -2.33 -1.56  0.000
C -0.52 -4.42 2.24  0.003
S -0.14 -2.68 2.38  0.005
O -0.46 -2.06 1.07  0.027
C -1.49 -2.26 3.47  0.000
H -1.57 -4.61 2.06  0.000
H -0.15 -4.90 3.15  0.000
H 0.09 -4.83 1.43  0.000
H -1.38 -2.80 4.40  0.000
H -2.43 -2.43 2.96  0.000
H -1.39 -1.19 3.67  0.000
C 1.20 1.34 -3.29  0.003
S 0.54 -0.31 -3.03  0.005
O 0.35 -0.46 -1.56  0.021
C -1.08 -0.04 -3.75  0.002
H 2.12 1.38 -2.72  0.000
H 0.50 2.05 -2.84  0.000
H 1.33 1.51 -4.36  0.000
H -0.90 0.06 -4.83  0.000
H -1.60 0.83 -3.36  0.000
H -1.66 -0.95 -3.56  0.000

## Properties
E_LUMO (alpha / beta) = -1.860 / -1.861 eV
F_max = 1.20 eV Å⁻¹
Net charge = +1
HOMO-LUMO gap (alpha / beta) = 0.2462 / 0.2989 Ha
E = -6837.1481 Eh
Multiplicity = 4

=====

(6)
# C12H36ClO20P4

A cluster of 5 separate species, C12H36ClO20P4 in total in a non-equilibrium geometry (wB97M-V/def2-TZVPD, the OMol25 dataset).

Each line ends with the Löwdin charge.
CARTESIAN COORDINATES (ANGSTROEM)
Cl 1.57 3.22 -3.21  0.625
O 0.89 2.70 -2.08  -0.400
O 3.01 3.39 -2.85  -0.430
O 1.56 2.27 -4.31  -0.395
O 0.94 4.50 -3.49  -0.400
C 6.98 0.87 2.43  -0.122
O 8.28 0.78 2.94  -0.237
P 9.05 2.13 3.45  0.425
O 8.20 3.04 4.22  -0.227
O 10.26 1.49 4.28  -0.210
C 11.10 0.47 3.66  -0.089
O 9.74 2.79 2.13  -0.240
C 9.09 3.59 1.16  -0.090
H 6.57 1.87 2.37  0.087
H 6.35 0.25 3.06  0.090
H 7.00 0.37 1.46  0.091
H 12.16 0.67 3.81  0.084
H 10.94 0.39 2.59  0.081
H 10.87 -0.47 4.16  0.088
H 8.02 3.70 1.38  0.089
H 9.18 3.04 0.22  0.089
H 9.69 4.49 1.05  0.092
C -1.23 -7.86 -3.90  -0.123
O 0.16 -7.93 -4.08  -0.206
P 1.30 -7.26 -3.14  0.445
O 1.41 -7.82 -1.80  -0.232
O 2.58 -7.42 -4.13  -0.218
C 3.90 -7.52 -3.61  -0.112
O 0.99 -5.66 -3.19  -0.223
C 1.90 -4.75 -2.65  -0.114
H -1.65 -8.75 -3.43  0.092
H -1.89 -7.60 -4.73  0.086
H -1.44 -6.96 -3.33  0.081
H 4.41 -8.44 -3.90  0.086
H 3.95 -7.38 -2.53  0.081
H 4.44 -6.71 -4.10  0.088
H 2.67 -5.24 -2.05  0.076
H 1.40 -4.14 -1.90  0.095
H 2.41 -4.15 -3.40  0.099
C -4.16 6.28 1.69  -0.075
O -5.41 6.50 2.39  -0.229
P -5.98 7.98 2.64  0.493
O -7.24 8.04 3.45  -0.254
O -4.75 8.80 3.28  -0.229
C -4.32 8.52 4.59  -0.119
O -6.00 8.65 1.09  -0.227
C -6.96 9.61 0.71  -0.147
H -3.91 6.96 0.88  0.093
H -4.32 5.29 1.25  0.092
H -3.38 6.18 2.45  0.089
H -4.60 9.30 5.30  0.088
H -3.23 8.46 4.57  0.090
H -4.69 7.58 5.00  0.089
H -6.59 10.48 0.17  0.085
H -7.54 10.00 1.55  0.077
H -7.77 9.19 0.11  0.084
C -4.69 -2.07 -1.94  -0.111
O -5.26 -3.34 -1.77  -0.230
P -6.17 -3.57 -0.45  0.504
O -7.30 -2.62 -0.20  -0.242
O -6.70 -5.10 -0.61  -0.231
C -7.57 -5.45 -1.64  -0.136
O -5.07 -3.68 0.80  -0.215
C -4.22 -4.76 0.90  -0.154
H -4.81 -1.40 -1.09  0.091
H -5.09 -1.55 -2.81  0.092
H -3.64 -2.30 -2.12  0.095
H -7.04 -6.19 -2.23  0.091
H -7.98 -4.63 -2.23  0.092
H -8.44 -5.95 -1.21  0.088
H -4.09 -5.28 -0.05  0.086
H -4.60 -5.41 1.69  0.090
H -3.23 -4.50 1.26  0.089

## Properties
E_LUMO = 1.694 eV
F_max = 3.65 eV Å⁻¹
Net charge = -1
ΔE to the lowest compared entry with this formula, charge and spin = 1.9167 eV
HOMO-LUMO gap = 0.2713 Ha
E = -3809.3417 Eh

=====

Please write out number 6 again, unchanged.
# C12H36ClO20P4

A cluster of 5 separate species, C12H36ClO20P4 in total in a non-equilibrium geometry (wB97M-V/def2-TZVPD, the OMol25 dataset).

Each line ends with the Löwdin charge.
CARTESIAN COORDINATES (ANGSTROEM)
Cl 1.57 3.22 -3.21  0.625
O 0.89 2.70 -2.08  -0.400
O 3.01 3.39 -2.85  -0.430
O 1.56 2.27 -4.31  -0.395
O 0.94 4.50 -3.49  -0.400
C 6.98 0.87 2.43  -0.122
O 8.28 0.78 2.94  -0.237
P 9.05 2.13 3.45  0.425
O 8.20 3.04 4.22  -0.227
O 10.26 1.49 4.28  -0.210
C 11.10 0.47 3.66  -0.089
O 9.74 2.79 2.13  -0.240
C 9.09 3.59 1.16  -0.090
H 6.57 1.87 2.37  0.087
H 6.35 0.25 3.06  0.090
H 7.00 0.37 1.46  0.091
H 12.16 0.67 3.81  0.084
H 10.94 0.39 2.59  0.081
H 10.87 -0.47 4.16  0.088
H 8.02 3.70 1.38  0.089
H 9.18 3.04 0.22  0.089
H 9.69 4.49 1.05  0.092
C -1.23 -7.86 -3.90  -0.123
O 0.16 -7.93 -4.08  -0.206
P 1.30 -7.26 -3.14  0.445
O 1.41 -7.82 -1.80  -0.232
O 2.58 -7.42 -4.13  -0.218
C 3.90 -7.52 -3.61  -0.112
O 0.99 -5.66 -3.19  -0.223
C 1.90 -4.75 -2.65  -0.114
H -1.65 -8.75 -3.43  0.092
H -1.89 -7.60 -4.73  0.086
H -1.44 -6.96 -3.33  0.081
H 4.41 -8.44 -3.90  0.086
H 3.95 -7.38 -2.53  0.081
H 4.44 -6.71 -4.10  0.088
H 2.67 -5.24 -2.05  0.076
H 1.40 -4.14 -1.90  0.095
H 2.41 -4.15 -3.40  0.099
C -4.16 6.28 1.69  -0.075
O -5.41 6.50 2.39  -0.229
P -5.98 7.98 2.64  0.493
O -7.24 8.04 3.45  -0.254
O -4.75 8.80 3.28  -0.229
C -4.32 8.52 4.59  -0.119
O -6.00 8.65 1.09  -0.227
C -6.96 9.61 0.71  -0.147
H -3.91 6.96 0.88  0.093
H -4.32 5.29 1.25  0.092
H -3.38 6.18 2.45  0.089
H -4.60 9.30 5.30  0.088
H -3.23 8.46 4.57  0.090
H -4.69 7.58 5.00  0.089
H -6.59 10.48 0.17  0.085
H -7.54 10.00 1.55  0.077
H -7.77 9.19 0.11  0.084
C -4.69 -2.07 -1.94  -0.111
O -5.26 -3.34 -1.77  -0.230
P -6.17 -3.57 -0.45  0.504
O -7.30 -2.62 -0.20  -0.242
O -6.70 -5.10 -0.61  -0.231
C -7.57 -5.45 -1.64  -0.136
O -5.07 -3.68 0.80  -0.215
C -4.22 -4.76 0.90  -0.154
H -4.81 -1.40 -1.09  0.091
H -5.09 -1.55 -2.81  0.092
H -3.64 -2.30 -2.12  0.095
H -7.04 -6.19 -2.23  0.091
H -7.98 -4.63 -2.23  0.092
H -8.44 -5.95 -1.21  0.088
H -4.09 -5.28 -0.05  0.086
H -4.60 -5.41 1.69  0.090
H -3.23 -4.50 1.26  0.089

## Properties
E_LUMO = 1.694 eV
F_max = 3.65 eV Å⁻¹
Net charge = -1
ΔE to the lowest compared entry with this formula, charge and spin = 1.9167 eV
HOMO-LUMO gap = 0.2713 Ha
E = -3809.3417 Eh

=====

Among the records above, which one has the highest F_max? C12H36ClO20P4

=====

The highest net charge belongs to which entry? C12H34N3O5V